1 | DFT (ωB97M-V/def2-TZVPD) results for 2 unconnected molecules or ions with the total composition C3H8NOS.

Geometry as ORCA input:
```
! wB97M-V def2-TZVPD RIJCOSX def2/J DEFGRID3
* xyz 1 1
C -1.76 -0.52 -0.09
C -1.96 1.06 -0.12
C -0.30 -0.40 -0.04
N 0.77 -1.12 0.25
O 2.91 0.20 -0.02
S -0.13 1.34 -0.08
H -1.86 -1.03 0.92
H -2.23 -0.87 -0.99
H -2.20 1.56 -1.01
H -2.59 1.47 0.74
H 3.77 0.25 0.40
H 0.77 -2.09 0.27
H 1.67 -0.59 0.56
H 3.13 0.75 -0.77
*
```

LUMO, eV: -4.082
HOMO, eV: -14.13
Gap between HOMO and LUMO, eV: 10.05

Which charges does natural (NBO) predict for the atoms? In e, they are: C -0.50; C -0.47; C 0.26; N -0.68; O -0.95; S 0.36; H 0.28; H 0.29; H 0.24; H 0.26; H 0.50; H 0.42; H 0.47; H 0.51

***

2 | DFT (ωB97M-V/def2-TZVPD) results for 2 unconnected molecules or ions with the total composition C3H8NOS.

Geometry as ORCA input:
```
! wB97M-V def2-TZVPD RIJCOSX def2/J DEFGRID3
* xyz 1 1
C -1.39 0.33 0.15
C -0.77 -1.03 0.46
C 0.72 0.06 -0.82
N -0.17 1.10 -0.24
O 0.21 -1.15 -0.56
S 3.08 0.10 0.29
H -2.05 0.25 -0.72
H -1.92 0.79 0.98
H -0.29 -1.05 1.44
H -1.45 -1.87 0.36
H 1.12 0.20 -1.81
H -0.37 1.85 -0.92
H 0.28 1.54 0.58
H 2.99 -1.11 0.82
*
```

LUMO (alpha / beta), eV: -5.196 / -5.218
HOMO (alpha / beta), eV: -12.99 / -12.98
Gap between HOMO and LUMO (alpha / beta), eV: 7.79 / 7.76

Which charges does natural (NBO) predict for the atoms? In e, they are: C -0.26; C -0.10; C 0.32; N -0.57; O -0.43; S -0.25; H 0.25; H 0.26; H 0.21; H 0.25; H 0.25; H 0.46; H 0.47; H 0.13

***

Stability order, top to bottom: 1, 2

***

1 | DFT (ωB97M-V/def2-TZVPD) results for a gas-phase ion, C3H8NOS (charge +1).

Geometry as ORCA input:
```
! wB97M-V def2-TZVPD RIJCOSX def2/J DEFGRID3
* xyz 1 1
C -1.63 0.62 -1.45
C 0.50 0.30 0.44
C 1.62 -0.74 0.90
N -0.73 -0.13 0.56
O -0.71 0.01 -2.03
S 0.87 0.31 -1.48
H -2.62 0.23 -1.46
H -1.53 1.71 -1.17
H 0.85 1.25 0.88
H 1.43 -1.70 0.54
H 1.65 -0.53 2.04
H 2.48 -0.39 0.45
H -1.30 0.17 1.38
H -0.89 -1.11 0.40
*
```

LUMO, eV: -5.186
HOMO, eV: -14.15
Gap between HOMO and LUMO, eV: 8.97

Which charges does natural (NBO) predict for the atoms? In e, they are: C 0.29; C -0.11; C -0.60; N -0.77; O -0.50; S 0.49; H 0.21; H 0.20; H 0.25; H 0.23; H 0.24; H 0.22; H 0.43; H 0.41

***

2 | DFT (ωB97M-V/def2-TZVPD) results for a gas-phase ion, C3H8NOS (charge +1).

Geometry as ORCA input:
```
! wB97M-V def2-TZVPD RIJCOSX def2/J DEFGRID3
* xyz 1 1
C 2.26 0.90 0.09
C 1.01 0.39 0.09
N 0.70 -1.02 0.24
S -0.44 1.45 0.07
C -1.74 0.30 -0.59
O -2.21 -0.63 0.35
H 2.41 2.01 0.00
H 3.10 0.19 0.23
H -0.36 -1.31 0.20
H 1.31 -1.61 -0.44
H 0.94 -1.17 1.32
H -1.41 -0.33 -1.35
H -2.45 1.03 -0.88
H -3.12 -0.20 0.69
*
```

LUMO, eV: -3.846
HOMO, eV: -13.28
Structure (SMILES): C=C([NH3+])SCO
Gap between HOMO and LUMO, eV: 9.43

Which charges does natural (NBO) predict for the atoms? In e, they are: C -0.37; C -0.06; N -0.78; S 0.26; C -0.20; O -0.74; H 0.27; H 0.23; H 0.50; H 0.47; H 0.48; H 0.19; H 0.22; H 0.52

***

3 | DFT (ωB97M-V/def2-TZVPD) results for 2 unconnected molecules or ions with the total composition C3H8NOS.

Geometry as ORCA input:
```
! wB97M-V def2-TZVPD RIJCOSX def2/J DEFGRID3
* xyz 1 1
C -0.56 0.27 0.00
C 0.29 2.49 -0.12
C 0.09 -2.05 -0.17
N 0.62 -0.68 0.19
O -1.47 0.18 0.99
S -2.13 -0.09 -0.57
H -0.02 3.04 -1.06
H 1.23 2.14 -0.15
H -0.38 2.79 0.66
H 0.90 -2.68 0.27
H -0.73 -2.33 0.39
H -0.20 -2.32 -1.24
H 1.36 -0.30 -0.36
H 0.98 -0.47 1.17
*
```

LUMO (alpha / beta), eV: -4.678 / -4.678
HOMO (alpha / beta), eV: -13.46 / -13.46
Gap between HOMO and LUMO (alpha / beta), eV: 8.78 / 8.78

Which charges does natural (NBO) predict for the atoms? In e, they are: C 0.16; C -0.39; C -0.44; N -0.56; O -0.58; S 0.53; H 0.23; H 0.18; H 0.23; H 0.24; H 0.25; H 0.28; H 0.44; H 0.46

***

Stability order, top to bottom: 2, 1, 3

***

1 | DFT (ωB97M-V/def2-TZVPD) results for a molecular structure, C4H11N3S.

Geometry as ORCA input:
```
! wB97M-V def2-TZVPD RIJCOSX def2/J DEFGRID3
* xyz 0 1
C 1.83 0.41 -0.93
C 1.70 -0.27 0.42
C 0.56 -1.29 0.50
C -1.07 0.41 1.16
H 1.66 -0.35 -1.73
H 2.88 0.91 -1.14
H 0.92 1.13 -0.77
H 2.61 -0.86 0.75
H 1.64 0.40 1.27
H 0.75 -2.14 -0.21
H 0.40 -1.73 1.46
H -2.88 -0.67 -0.98
H -0.62 0.52 2.22
H -1.49 0.96 -1.28
H -2.54 2.31 -0.89
N -0.70 -0.70 0.25
N -1.65 1.44 0.72
N -2.10 1.38 -0.57
S -1.87 -1.86 -0.24
*
```

LUMO, eV: 0.524
HOMO, eV: -8.15
Gap between HOMO and LUMO, eV: 8.68

Which charges does natural (NBO) predict for the atoms? In e, they are: C -0.63; C -0.41; C -0.23; C 0.17; H 0.21; H 0.23; H 0.22; H 0.20; H 0.20; H 0.21; H 0.18; H 0.16; H 0.19; H 0.38; H 0.38; N -0.65; N -0.25; N -0.67; S 0.11

***

2 | DFT (ωB97M-V/def2-TZVPD) results for a molecular structure, C4H11N3S.

Geometry as ORCA input:
```
! wB97M-V def2-TZVPD RIJCOSX def2/J DEFGRID3
* xyz 0 1
C 0.72 0.68 1.34
C 0.02 -0.32 0.30
C 0.76 -0.71 -0.98
C -1.90 1.19 -0.26
H 0.36 1.78 1.08
H 0.68 0.27 2.55
H 2.07 0.54 0.98
H 0.05 -1.22 0.91
H 1.10 0.14 -1.56
H 0.02 -1.40 -1.49
H 2.20 -1.86 0.27
H 2.75 -0.33 -0.34
H -2.53 -1.85 -1.17
H -2.97 1.31 -0.44
H -0.25 2.28 -0.59
N 2.15 -1.12 -0.45
N -1.48 0.00 0.46
N -1.25 2.10 -0.75
S -2.50 -1.48 0.14
*
```

LUMO, eV: 0.457
HOMO, eV: -9.11
Gap between HOMO and LUMO, eV: 9.57

Which charges does natural (NBO) predict for the atoms? In e, they are: C -0.62; C -0.11; C -0.24; C 0.28; H 0.21; H 0.25; H 0.19; H 0.20; H 0.20; H 0.22; H 0.37; H 0.37; H 0.10; H 0.18; H 0.35; N -0.85; N -0.55; N -0.67; S 0.12

***

Stability order, top to bottom: 1, 2

***

1 | DFT (ωB97M-V/def2-TZVPD) results for 2 unconnected molecules or ions with the total composition C5H13NO3.

Geometry as ORCA input:
```
! wB97M-V def2-TZVPD RIJCOSX def2/J DEFGRID3
* xyz 0 1
C -1.73 0.48 0.36
C -0.25 0.49 0.65
O 0.35 1.50 1.01
C 0.37 -0.87 1.09
C 0.08 -2.09 0.23
O 1.75 -0.69 1.20
O -0.21 -1.05 2.38
H -2.22 0.10 1.26
H -1.97 -0.18 -0.47
H -2.07 1.49 0.16
H -0.99 -2.28 0.20
H 0.46 -1.96 -0.77
H 0.58 -2.95 0.68
H 1.87 0.26 1.40
H 0.37 -1.63 2.88
C 0.40 1.92 -1.81
N 0.47 0.55 -1.33
H 1.09 2.11 -2.64
H -0.62 2.13 -2.13
H 0.64 2.58 -0.98
H 0.22 -0.13 -2.11
H 1.43 0.21 -1.25
*
```

LUMO, eV: 0.736
HOMO, eV: -9.24
Structure (SMILES): CC(=O)C(C)(O)O.CN
Gap between HOMO and LUMO, eV: 9.97

Which charges does natural (NBO) predict for the atoms? In e, they are: C -0.72; C 0.62; O -0.68; C 0.40; C -0.64; O -0.74; O -0.73; H 0.25; H 0.22; H 0.23; H 0.22; H 0.20; H 0.22; H 0.50; H 0.48; C -0.43; N -0.77; H 0.19; H 0.20; H 0.23; H 0.36; H 0.38

***

2 | DFT (ωB97M-V/def2-TZVPD) results for a single C5H13NO3 molecule.

Geometry as ORCA input:
```
! wB97M-V def2-TZVPD RIJCOSX def2/J DEFGRID3
* xyz 0 1
C -0.75 2.70 -1.09
O -0.67 1.38 -0.62
C 0.48 1.10 0.54
O 1.62 1.76 0.23
C 0.66 -0.40 0.62
N 1.62 -0.75 -0.43
C -0.75 -1.17 0.41
C -0.62 -2.63 0.85
O -1.14 -1.07 -0.90
H -1.38 2.70 -1.99
H 0.24 3.11 -1.32
H -1.21 3.34 -0.32
H 0.01 1.55 1.42
H 2.13 1.13 -0.34
H 1.04 -0.67 1.61
H 1.10 -0.88 -1.29
H 2.09 -1.63 -0.22
H -1.46 -0.65 1.07
H -1.57 -3.13 0.70
H -0.35 -2.69 1.90
H 0.12 -3.14 0.25
H -1.21 0.04 -1.07
*
```

LUMO, eV: 0.870
HOMO, eV: -9.28
Structure (SMILES): CO[C@H](O)[C@H](N)[C@H](C)O
Gap between HOMO and LUMO, eV: 10.15

Which charges does natural (NBO) predict for the atoms? In e, they are: C -0.24; O -0.65; C 0.40; O -0.70; C -0.14; N -0.87; C 0.12; C -0.63; O -0.78; H 0.19; H 0.19; H 0.16; H 0.18; H 0.51; H 0.21; H 0.39; H 0.38; H 0.15; H 0.22; H 0.20; H 0.20; H 0.52

***

Stability order, top to bottom: 1, 2